a.
Computed, not measured: an isolated ion of composition C7H12N and charge +1, with the ωB97M-V functional and the def2-TZVPD basis.

The lowest unoccupied orbital energy is -0.16261 Eh. Its multiplicity is 1. The calculation puts the gap between HOMO and LUMO at 10.05 eV. The HOMO energy is -14.47 eV. Its net charge is +1.

Each atom is followed by the atoms it is bonded to, with distances in Å.
CARTESIAN COORDINATES (ANGSTROEM)
1 C 0.65 -0.29 1.61  C2 1.342, C3 1.468, H9 1.098
2 C 0.78 1.03 1.38  C1 1.342, C4 1.496, H10 1.042
3 C 0.29 -1.02 0.39  C1 1.468, C5 1.487, N8 1.273
4 C 0.58 1.58 0.00  C2 1.496, C6 1.572, H11 1.102
5 C 0.00 -2.46 0.60  C3 1.487, H12 1.072, H13 1.076, H14 1.054
6 C -0.74 2.43 -0.11  C4 1.572, H15 1.105, H16 1.085, H17 1.053
7 C -0.24 -0.60 -1.97  N8 1.436, H18 1.113, H19 1.017, H20 1.017
8 N 0.21 -0.29 -0.65  C3 1.273, C7 1.436
9 H 0.52 -0.71 2.61  C1 1.098
10 H 1.09 1.61 2.18  C2 1.042
11 H 1.34 1.66 -0.80  C4 1.102
12 H 0.88 -3.05 0.78  C5 1.072
13 H -0.45 -3.05 -0.18  C5 1.076
14 H -0.67 -2.52 1.41  C5 1.054
15 H -0.88 3.19 0.69  C6 1.105
16 H -1.59 1.82 0.16  C6 1.085
17 H -0.90 2.99 -0.99  C6 1.053
18 H -0.01 -1.62 -2.35  C7 1.113
19 H 0.40 -0.15 -2.62  C7 1.017
20 H -1.24 -0.55 -2.14  C7 1.017

Charges computed using Mulliken, reported in e: C -0.691; C -0.523; C 1.045; C 0.362; C -1.359; C -1.191; C -1.128; N -0.212; H 0.361; H 0.495; H 0.367; H 0.355; H 0.411; H 0.380; H 0.385; H 0.382; H 0.343; H 0.402; H 0.396; H 0.422

b.
Computed, not measured: a 2-piece molecular cluster, C7H12N overall, with the ωB97M-V functional and the def2-TZVPD basis.

The lowest unoccupied orbital energy (spin up / spin down) is -0.21913 / -0.24576 Eh. Its multiplicity is 1. The calculation puts the gap between HOMO and LUMO (spin up / spin down) at 7.65 / 6.41 eV. The HOMO energy (spin up / spin down) is -13.61 / -13.09 eV. Its net charge is +1.

Each atom is followed by the atoms it is bonded to, with distances in Å.
CARTESIAN COORDINATES (ANGSTROEM)
1 C 2.19 1.42 -0.16  C2 1.322, C3 1.373, H9 1.098
2 C 2.30 0.10 -0.16  C1 1.322, C3 1.443, C4 1.465
3 C 1.01 0.73 -0.07  C1 1.373, C2 1.443
4 C 3.18 -1.07 -0.34  C2 1.465, H10 1.118, H11 1.088, H12 1.102
5 C -1.08 -1.44 0.80  C7 1.534, H13 1.109, H14 1.069, H15 1.062
6 C -1.96 1.87 -0.42  N8 1.418, H16 1.091, H17 1.128, H18 1.029
7 C -2.16 -0.48 0.29  C5 1.534, N8 1.324, H19 1.112, H20 1.172
8 N -1.69 0.75 0.42  C6 1.418, C7 1.324
9 H 2.78 2.34 -0.10  C1 1.098
10 H 2.43 -1.79 -0.74  C4 1.118
11 H 3.59 -1.38 0.62  C4 1.088
12 H 3.97 -0.74 -1.03  C4 1.102
13 H -1.48 -2.46 0.93  C5 1.109
14 H -0.36 -1.53 0.02  C5 1.069
15 H -0.65 -1.17 1.74  C5 1.062
16 H -3.04 1.80 -0.60  C6 1.091
17 H -1.50 1.82 -1.44  C6 1.128
18 H -1.75 2.64 0.23  C6 1.029
19 H -3.15 -0.65 0.77  C7 1.112
20 H -2.64 -0.75 -0.75  C7 1.172

Charges computed using Mulliken, reported in e: C -0.510; C 0.466; C -0.128; C -0.763; C -1.041; C -0.866; C -0.187; N -0.021; H 0.333; H 0.286; H 0.290; H 0.313; H 0.391; H 0.209; H 0.351; H 0.485; H 0.312; H 0.345; H 0.376; H 0.360

The winner here is a, beating the second structure by 5.300 eV.

a.
Computed, not measured: a 2-piece molecular cluster, C7H12N overall, with the ωB97M-V functional and the def2-TZVPD basis.

The lowest unoccupied orbital energy is -0.22164 Eh. Its multiplicity is 1. The calculation puts the gap between HOMO and LUMO at 8.13 eV. The HOMO energy is -14.16 eV. Its net charge is +1.

Each atom is followed by the atoms it is bonded to, with distances in Å.
CARTESIAN COORDINATES (ANGSTROEM)
1 C -1.61 0.04 -2.79  C2 1.252, H9 1.137
2 C -0.85 0.39 -1.86  C1 1.252, C7 1.445
3 C 1.00 -0.39 1.36  C4 1.473, C5 1.608, H10 1.146, H11 1.015
4 C 2.02 -0.30 0.30  C3 1.473, C5 1.567, H12 1.026, H13 1.025
5 C 0.54 -0.49 -0.18  C3 1.608, C4 1.567, C6 1.511, C7 1.356
6 C 0.21 -1.91 -0.59  C5 1.511, H14 1.104, H15 1.113, H16 1.098
7 C 0.06 0.64 -0.76  C2 1.445, C5 1.356, H17 1.168
8 N -1.32 2.12 1.54  H18 1.062, H19 0.976, H20 1.071
9 H -2.21 -0.43 -3.63  C1 1.137
10 H 0.93 -1.33 2.02  C3 1.146
11 H 0.53 0.41 1.77  C3 1.015
12 H 2.51 0.52 -0.07  C4 1.026
13 H 2.53 -1.18 0.15  C4 1.025
14 H -0.87 -2.06 -0.70  C6 1.104
15 H 0.53 -2.47 0.32  C6 1.113
16 H 0.64 -2.32 -1.52  C6 1.098
17 H 0.13 1.66 -0.22  C7 1.168
18 H -2.13 2.15 0.86  N8 1.062
19 H -0.91 3.00 1.49  N8 0.976
20 H -1.74 1.96 2.52  N8 1.071

Charges computed using Mulliken, reported in e: C 0.261; C -0.783; C -0.563; C -0.545; C 1.066; C -1.474; C 0.043; N -0.756; H 0.387; H 0.233; H 0.252; H 0.286; H 0.332; H 0.433; H 0.345; H 0.335; H 0.377; H 0.260; H 0.249; H 0.262

b.
Computed, not measured: an isolated ion of composition C7H12N and charge +1, with the ωB97M-V functional and the def2-TZVPD basis.

The lowest unoccupied orbital energy is -0.12224 Eh. Its multiplicity is 1. The calculation puts the gap between HOMO and LUMO at 10.77 eV. The HOMO energy is -14.10 eV. As for the SMILES: C[C@H]1C/C1=C1\C[N@@H+]1C. Its net charge is +1.

Each atom is followed by the atoms it is bonded to, with distances in Å.
CARTESIAN COORDINATES (ANGSTROEM)
1 C -2.56 0.97 -0.64  C2 1.478, H9 1.165, H10 1.118, H11 1.147
2 C -1.89 0.18 0.41  C1 1.478, C3 1.505, C4 1.471, H12 1.030
3 C -1.95 -1.32 0.46  C2 1.505, C4 1.572, H13 1.113, H14 1.073
4 C -0.63 -0.53 0.13  C2 1.471, C3 1.572, C5 1.297
5 C 0.66 -0.54 -0.03  C4 1.297, C6 1.527, N7 1.443
6 C 1.95 -1.25 -0.44  C5 1.527, N7 1.443, H15 1.087, H16 1.120
7 N 1.84 0.19 -0.41  C5 1.443, C6 1.443, C8 1.495, H17 1.038
8 C 2.61 0.86 0.69  N7 1.495, H18 1.208, H19 1.099, H20 1.167
9 H -2.93 0.34 -1.55  C1 1.165
10 H -2.01 1.86 -1.05  C1 1.118
11 H -3.60 1.43 -0.53  C1 1.147
12 H -1.80 0.67 1.32  C2 1.030
13 H -2.24 -1.80 -0.50  C3 1.113
14 H -2.23 -1.79 1.39  C3 1.073
15 H 2.47 -1.74 0.39  C6 1.087
16 H 1.96 -1.69 -1.46  C6 1.120
17 H 1.85 0.72 -1.30  N7 1.038
18 H 2.25 1.99 0.91  C8 1.208
19 H 2.52 0.44 1.70  C8 1.099
20 H 3.75 1.01 0.49  C8 1.167

Charges computed using Mulliken, reported in e: C -1.266; C 0.161; C -0.673; C -0.055; C 0.101; C -0.283; N 0.055; C -0.832; H 0.268; H 0.289; H 0.350; H 0.422; H 0.248; H 0.298; H 0.277; H 0.287; H 0.364; H 0.311; H 0.332; H 0.345

The winner here is b, beating the second structure by 0.299 eV.

a.
Computed, not measured: one molecule with the formula C7H7N, with the ωB97M-V functional and the def2-TZVPD basis.

The lowest unoccupied orbital energy is 0.01240 Eh. Its multiplicity is 1. The calculation puts the gap between HOMO and LUMO at 8.66 eV. The HOMO energy is -8.32 eV. As for the SMILES: C#C[C@H]1[C@@H]2C=C[C@H]1N2. Its net charge is 0.

Each atom is followed by the atoms it is bonded to, with distances in Å.
CARTESIAN COORDINATES (ANGSTROEM)
1 C -3.06 0.21 -0.10  C2 1.457, H9 1.093
2 C -1.74 -0.38 -0.28  C1 1.457, C3 1.494
3 C -0.35 -0.23 -0.80  C2 1.494, C4 1.673, C7 1.686, H10 1.189
4 C 0.26 1.00 0.16  C3 1.673, C5 1.519, N8 1.432, H11 0.969
5 C 1.73 0.83 -0.19  C4 1.519, C6 1.313, H12 1.186
6 C 2.15 -0.42 -0.20  C5 1.313, C7 1.662, H13 1.236
7 C 0.68 -1.03 0.27  C3 1.686, C6 1.662, N8 1.377, H14 1.170
8 N 0.17 -0.07 1.12  C4 1.432, C7 1.377, H15 0.983
9 H -4.10 0.37 0.20  C1 1.093
10 H -0.21 -0.47 -1.95  C3 1.189
11 H -0.18 1.86 0.21  C4 0.969
12 H 2.23 1.84 -0.54  C5 1.186
13 H 3.29 -0.66 -0.60  C6 1.236
14 H 0.64 -2.20 0.26  C7 1.170
15 H -0.75 -0.12 1.44  N8 0.983

Charges computed using Mulliken, reported in e: C -0.422; C -0.238; C -0.206; C -0.391; C -0.155; C -0.604; C 0.186; N -0.618; H 0.363; H 0.314; H 0.628; H 0.225; H 0.255; H 0.294; H 0.368

b.
Computed, not measured: a 2-piece molecular cluster, C7H7N overall, with the ωB97M-V functional and the def2-TZVPD basis.

The lowest unoccupied orbital energy is 0.01984 Eh. Its multiplicity is 1. The calculation puts the gap between HOMO and LUMO at 8.78 eV. The HOMO energy is -8.24 eV. As for the SMILES: C1=C2C[C@H]12.C=CC#N. Its net charge is 0.

Each atom is followed by the atoms it is bonded to, with distances in Å.
CARTESIAN COORDINATES (ANGSTROEM)
1 C 0.49 0.67 -2.47  C2 1.401, C4 1.407, H5 1.083
2 C 0.52 1.19 -1.17  C1 1.401, C3 1.579, C4 1.803
3 C 1.90 0.54 -0.75  C2 1.579, C4 1.420, H6 1.122, H7 1.095
4 C 1.45 -0.18 -1.89  C1 1.407, C2 1.803, C3 1.420, H8 1.109
5 H -0.14 0.56 -3.34  C1 1.083
6 H 2.08 0.11 0.27  C3 1.122
7 H 2.62 1.34 -0.96  C3 1.095
8 H 1.43 -1.29 -1.91  C4 1.109
9 C -1.81 0.51 2.10  C10 1.334, H13 1.100, H14 1.140
10 C -1.61 -0.54 1.30  C9 1.334, C11 1.400, H15 1.120
11 C -0.74 -1.60 1.59  C10 1.400, N12 1.143
12 N -0.13 -2.52 1.87  C11 1.143
13 H -2.54 1.30 1.86  C9 1.100
14 H -1.28 0.53 3.11  C9 1.140
15 H -2.25 -0.61 0.39  C10 1.120

Charges computed using Mulliken, reported in e: C -0.346; C -0.281; C -0.340; C -0.102; H 0.353; H 0.256; H 0.218; H 0.249; C -0.551; C -0.088; C 0.259; N -0.388; H 0.272; H 0.232; H 0.256

c.
Computed, not measured: one molecule with the formula C7H7N, with the ωB97M-V functional and the def2-TZVPD basis.

The lowest unoccupied orbital energy is 0.01863 Eh. Its multiplicity is 1. The calculation puts the gap between HOMO and LUMO at 9.79 eV. The HOMO energy is -9.28 eV. As for the SMILES: N#CC1=C[C@H]2C[C@@H]1C2. Its net charge is 0.

Each atom is followed by the atoms it is bonded to, with distances in Å.
CARTESIAN COORDINATES (ANGSTROEM)
1 N -3.77 -0.12 0.00  C2 1.186
2 C -2.60 0.00 -0.06  N1 1.186, C3 1.406
3 C -1.19 0.05 -0.12  C2 1.406, C4 1.350, C7 1.542
4 C -0.44 1.17 -0.02  C3 1.350, C5 1.521, H9 1.102
5 C 1.04 0.81 0.03  C4 1.521, C6 1.546, C8 1.569, H10 1.071
6 C 0.81 -0.34 1.04  C5 1.546, C7 1.536, H11 1.164, H12 1.111
7 C -0.04 -0.98 -0.06  C3 1.542, C6 1.536, C8 1.537, H13 1.125
8 C 1.00 -0.37 -1.01  C5 1.569, C7 1.537, H14 1.165, H15 1.102
9 H -0.74 2.22 -0.11  C4 1.102
10 H 1.73 1.62 0.07  C5 1.071
11 H 0.07 -0.09 1.91  C6 1.164
12 H 1.66 -0.94 1.45  C6 1.111
13 H -0.27 -2.08 -0.11  C7 1.125
14 H 2.04 -0.89 -0.97  C8 1.165
15 H 0.72 -0.06 -2.03  C8 1.102

Charges computed using Mulliken, reported in e: N -0.529; C -0.028; C 0.181; C -0.348; C -0.471; C -0.650; C -0.212; C -0.528; H 0.422; H 0.502; H 0.297; H 0.321; H 0.438; H 0.272; H 0.332

The winner here is c, beating the second structure by 3.043 eV.

a.
Computed, not measured: a 2-piece molecular cluster, C7H7N overall, with the ωB97M-V functional and the def2-TZVPD basis.

The lowest unoccupied orbital energy is 0.02462 Eh. Its multiplicity is 1. The calculation puts the gap between HOMO and LUMO at 10.26 eV. The HOMO energy is -9.59 eV. As for the SMILES: c1ccncc1.C#C. Its net charge is 0.

Each atom is followed by the atoms it is bonded to, with distances in Å.
CARTESIAN COORDINATES (ANGSTROEM)
1 C 1.27 1.03 0.29  C2 1.453, C6 1.307, H7 1.155
2 C 0.81 -0.34 0.49  C1 1.453, C3 1.417, H8 1.254
3 C 1.81 -1.26 0.09  C2 1.417, N4 1.317, H9 1.138
4 N 3.03 -1.01 -0.34  C3 1.317, C5 1.323
5 C 3.44 0.25 -0.32  N4 1.323, C6 1.435, H10 1.064
6 C 2.49 1.30 -0.08  C1 1.307, C5 1.435, H11 1.134
7 H 0.55 1.91 0.49  C1 1.155
8 H -0.12 -0.70 1.25  C2 1.254
9 H 1.38 -2.29 0.27  C3 1.138
10 H 4.41 0.23 -0.76  C5 1.064
11 H 2.72 2.41 -0.04  C6 1.134
12 C -5.82 -0.25 0.01  C13 1.220, H14 1.157
13 C -6.93 0.17 -0.26  C12 1.220, H15 1.108
14 H -4.74 -0.63 0.20  C12 1.157
15 H -7.88 0.74 -0.36  C13 1.108

Charges computed using Mulliken, reported in e: C -0.048; C -0.336; C 0.092; N -0.566; C -0.213; C -0.326; H 0.250; H 0.224; H 0.260; H 0.410; H 0.254; C -0.317; C -0.321; H 0.323; H 0.314

b.
Computed, not measured: one molecule with the formula C7H7N, with the ωB97M-V functional and the def2-TZVPD basis.

The lowest unoccupied orbital energy (spin up / spin down) is -0.02101 / -0.01699 Eh. Its multiplicity is 1. The calculation puts the gap between HOMO and LUMO (spin up / spin down) at 7.13 / 7.91 eV. The HOMO energy (spin up / spin down) is -7.70 / -8.37 eV. Its net charge is 0.

Each atom is followed by the atoms it is bonded to, with distances in Å.
CARTESIAN COORDINATES (ANGSTROEM)
1 C -1.31 1.53 0.85  C4 1.485, H5 1.090, H6 1.090, H7 1.091
2 C -0.78 -1.85 -1.03  C3 1.381, H8 1.322, H9 1.089, H10 1.091
3 C -1.13 -0.66 -0.42  C2 1.381, C4 1.268
4 C -0.68 0.36 0.18  C1 1.485, C3 1.268, C12 1.784
5 H -1.10 2.43 0.27  C1 1.090
6 H -0.86 1.67 1.83  C1 1.090
7 H -2.38 1.39 0.96  C1 1.091
8 H 0.51 -1.64 -0.81  C2 1.322
9 H -0.88 -1.91 -2.11  C2 1.089
10 H -1.06 -2.77 -0.52  C2 1.091
11 C 1.74 -0.94 -0.29  C12 1.559, N14 1.169
12 C 1.10 0.40 0.20  C4 1.784, C11 1.559, C13 1.245
13 C 1.68 1.46 0.50  C12 1.245, H15 1.064
14 N 2.69 -1.61 -0.39  C11 1.169
15 H 2.46 2.13 0.79  C13 1.064

Charges computed using Mulliken, reported in e: C -1.369; C -0.357; C -0.193; C 0.804; H 0.322; H 0.360; H 0.345; H -0.076; H 0.302; H 0.299; C 0.046; C 0.177; C -0.556; N -0.492; H 0.388

The winner here is a, beating the second structure by 3.234 eV.